{"formula": "C21H22AlBrCl5N8O3PSe", "method": "ωB97M-V with the def2-TZVPD basis set", "elements": ["Al", "Cl", "C", "C", "C", "Cl", "C", "Cl", "C", "Cl", "C", "Cl", "Br", "C", "C", "C", "C", "N", "C", "H", "H", "H", "H", "N", "C", "P", "O", "O", "C", "N", "H", "H", "H", "H", "H", "H", "H", "H", "H", "H", "C", "N", "C", "C", "N", "C", "C", "Se", "H", "H", "H", "H", "H", "H", "H", "H", "O", "N", "C", "C", "N", "C", "N"], "positions_angstrom": [[0.286, -0.111, -0.297], [0.784, 0.021, 2.017], [2.308, -0.366, 1.372], [2.376, -0.277, -0.020], [3.631, -0.599, -0.539], [3.926, -0.548, -2.259], [4.723, -0.969, 0.247], [6.246, -1.327, -0.478], [4.585, -1.041, 1.636], [5.910, -1.500, 2.613], [3.347, -0.732, 2.212], [3.143, -0.803, 3.911], [0.874, -3.695, -4.530], [-0.051, -2.202, -3.826], [-1.365, -1.924, -4.188], [-1.986, -0.833, -3.600], [-1.292, -0.083, -2.670], [-0.037, -0.363, -2.307], [0.573, -1.397, -2.882], [-1.884, -2.550, -4.895], [-3.004, -0.576, -3.845], [-1.751, 0.763, -2.174], [1.582, -1.602, -2.556], [-1.474, 4.880, -0.754], [-0.283, 4.406, -0.019], [0.396, 3.051, -1.141], [-0.324, 3.252, -2.417], [0.261, 1.698, -0.466], [2.235, 3.178, -1.438], [2.454, 2.000, -2.294], [-2.347, 4.492, -0.377], [-1.335, 4.461, -1.731], [-1.562, 5.901, -0.808], [-0.544, 4.002, 0.957], [0.442, 5.209, 0.109], [2.814, 3.076, -0.522], [2.497, 4.097, -1.956], [1.900, 2.090, -3.154], [2.110, 1.147, -1.778], [3.438, 1.804, -2.542], [-2.810, -2.547, 1.579], [-2.778, -1.488, 2.547], [-2.978, -1.655, 3.888], [-2.955, -0.425, 4.459], [-2.727, 0.480, 3.463], [-2.662, 1.905, 3.617], [-2.613, -0.180, 2.297], [-2.304, 0.629, 0.650], [-3.789, -3.024, 1.580], [-2.051, -3.293, 1.815], [-2.627, -2.140, 0.586], [-3.128, -2.621, 4.326], [-3.083, -0.126, 5.478], [-2.721, 2.157, 4.671], [-3.498, 2.373, 3.095], [-1.725, 2.283, 3.205], [-0.063, -1.790, -0.094], [-0.096, -2.930, -0.812], [0.108, -4.035, -0.188], [0.041, -5.264, -0.900], [-0.024, -6.273, -1.432], [0.357, -4.091, 1.215], [0.524, -3.975, 2.343]], "forces_ev_per_angstrom": [[0.263, 0.406, -0.974], [-1.094, 0.318, 1.191], [1.512, -0.166, -0.495], [0.030, -0.202, -0.042], [-0.244, 0.072, 0.261], [-0.016, -0.241, -0.357], [0.320, -0.043, 0.047], [-0.234, 0.035, 0.203], [-0.037, -0.011, -0.070], [-0.149, 0.051, -0.044], [0.269, -0.092, 0.120], [-0.093, 0.022, -0.101], [-0.222, 0.413, 0.205], [0.057, -0.006, -0.244], [0.464, -0.005, 0.167], [0.112, 0.124, 0.101], [-0.609, 0.207, -0.266], [-0.045, 0.081, 0.279], [0.205, -0.495, -0.488], [-0.047, -0.075, -0.096], [-0.067, 0.033, -0.021], [-0.047, -0.031, -0.094], [-0.029, -0.136, -0.005], [-0.546, 0.073, -0.619], [0.918, -0.702, 0.063], [0.483, -0.450, 1.078], [-0.260, 0.374, -0.643], [0.175, 1.061, -0.064], [-0.860, 0.574, 0.505], [-0.018, -0.620, -0.207], [0.215, 0.120, -0.039], [-0.271, 0.296, 0.230], [0.026, -0.260, 0.070], [-0.066, 0.013, -0.082], [-0.112, 0.048, -0.053], [-0.009, -0.050, 0.002], [0.073, -0.059, -0.084], [0.143, -0.138, 0.005], [0.388, 0.393, -0.347], [-0.355, 0.143, 0.142], [-0.051, -0.666, -0.650], [0.114, 0.722, 0.275], [-0.120, 0.253, 0.623], [-0.097, -0.686, 0.249], [0.085, -0.597, -0.429], [-0.007, 0.703, -0.019], [0.092, 0.089, -0.447], [0.130, 0.156, -0.452], [-0.009, 0.047, 0.079], [-0.045, 0.117, 0.028], [0.045, 0.023, 0.147], [-0.020, -0.164, 0.079], [-0.026, 0.019, 0.215], [0.017, -0.076, 0.041], [0.070, 0.000, 0.022], [-0.065, -0.036, 0.042], [-0.328, -2.609, 0.833], [-0.029, 0.907, -0.304], [-0.090, 0.686, 0.293], [-0.061, 0.144, -0.239], [-0.009, -0.486, -0.286], [0.121, 0.462, 0.332], [0.057, -0.086, 0.330]], "lowdin_charge": [-0.369, 0.957, -0.641, -0.158, -0.630, 0.748, -0.688, 0.727, -0.688, 0.754, -0.682, 0.747, 0.827, -0.640, -0.049, 0.000, -0.118, 0.036, -0.183, 0.123, 0.126, 0.079, 0.065, 0.135, -0.142, 0.545, -0.279, -0.321, -0.147, 0.097, 0.175, 0.124, 0.181, 0.106, 0.117, 0.123, 0.120, 0.167, 0.062, 0.123, -0.007, -0.098, -0.003, -0.009, -0.125, -0.035, -0.654, 0.795, 0.115, 0.081, 0.058, 0.141, 0.135, 0.104, 0.097, 0.074, -0.178, 0.114, -0.265, -0.156, 0.217, -0.151, 0.222], "e_above_lowest_kj_mol": 77.9, "total_energy_ev": -254072.7084, "orbital_gap_ev": 7.8, "charge": 2, "spin_multiplicity": 1, "e_homo_ha": -0.4843}